No. 1
{"formula": "C23H27Cl2FeN4O9S", "method": "ωB97M-V with the def2-TZVPD basis set", "total_charge": -1, "total_energy_ev": -118946.0614, "multiplicity": 5, "de_lowest_kj_mol": 0.0, "mol_weight_da": 662.3, "max_force_ev_per_a": 0.5, "symbols": ["Fe", "Cl", "Cl", "S", "O", "O", "O", "O", "O", "O", "O", "O", "O", "N", "N", "N", "N", "C", "C", "C", "C", "C", "C", "C", "C", "C", "C", "C", "C", "C", "C", "C", "C", "C", "C", "C", "C", "C", "C", "C", "H", "H", "H", "H", "H", "H", "H", "H", "H", "H", "H", "H", "H", "H", "H", "H", "H", "H", "H", "H", "H", "H", "H", "H", "H", "H", "H"], "xyz": [[0.20744, -0.05299, -0.04409], [0.91994, 2.16577, -1.45730], [-0.86552, 4.43282, -0.81402], [-2.05056, 0.70924, -1.09064], [0.07475, -1.96663, -1.20667], [-1.92004, 0.48075, 3.51427], [0.09807, 0.98528, 1.76643], [2.17810, -0.01789, 0.26308], [3.89585, 1.17847, 1.05979], [-0.44472, -1.91537, 0.93160], [4.60837, -0.36742, 5.81585], [-1.42427, 0.02941, 5.54462], [2.93206, -0.32538, 7.15971], [-3.00321, -0.44388, 1.11336], [-1.09749, 0.27460, 4.39120], [-4.34019, -0.61369, -0.71896], [3.41654, -0.24627, 6.04206], [3.06012, 0.21560, 3.63317], [-5.07925, -0.32999, 2.48475], [1.84452, -5.68492, 0.80360], [-3.91946, -1.17954, 1.97239], [2.37617, -3.28010, 1.35757], [2.83389, 0.58526, 1.19403], [-3.19287, -0.16760, -0.16782], [1.17885, 0.03404, 5.12295], [1.42329, -8.13457, 0.36742], [-0.10875, -6.29772, -0.42552], [1.05169, -6.67594, 0.24073], [-0.03773, -2.53910, -0.09239], [1.50631, -4.33601, 0.72096], [-5.38382, 0.97392, -2.32352], [0.46612, 3.39813, -0.25947], [0.32168, 0.30077, 4.06472], [2.23447, 0.46612, 2.57993], [2.52847, 0.01227, 4.91384], [-0.47520, -4.96265, -0.53884], [0.81262, 0.59035, 2.74592], [-4.73734, -0.38783, -2.10267], [0.34126, -3.98778, 0.03793], [-1.73035, -4.56196, -1.27780], [2.47533, -8.25050, 0.63270], [-1.48034, -3.98330, -2.16853], [-6.24584, 1.10813, -1.66544], [2.66201, -2.50851, 0.63963], [3.28228, -3.72048, 1.77452], [-5.00825, -1.05482, -0.11178], [-2.36112, -3.92345, -0.65192], [-5.73274, -0.92732, 3.12619], [-3.32764, -1.53014, 2.81369], [1.33415, 4.01930, -0.10015], [0.77634, -0.15526, 6.10291], [-5.67728, 0.07931, 1.66552], [1.83472, -2.77028, 2.15778], [-0.74139, -7.06191, -0.87177], [0.16593, 2.87782, 0.64012], [-2.30855, -5.43861, -1.57309], [-4.66069, 1.76541, -2.12022], [-2.17413, -0.07255, 1.55305], [-5.72066, 1.06796, -3.35956], [1.24529, -8.66902, -0.56844], [4.12917, 0.17361, 3.47725], [-5.42820, -1.18720, -2.36992], [-4.28027, -2.06717, 1.44532], [2.75317, -5.96500, 1.32932], [-3.84908, -0.48337, -2.72214], [0.82811, -8.62329, 1.14364], [-4.68614, 0.50126, 3.06894]], "forces_ev_per_a": [[-0.020, -0.365, 0.145], [-0.018, 0.277, -0.158], [0.084, -0.063, 0.008], [0.003, -0.133, 0.256], [0.319, 0.030, 0.076], [-0.055, 0.071, -0.113], [-0.441, -0.086, 0.174], [-0.081, -0.059, -0.172], [-0.099, -0.125, -0.054], [0.344, 0.074, 0.013], [-0.010, 0.018, -0.050], [0.030, 0.049, -0.071], [-0.063, -0.014, -0.034], [-0.180, 0.067, 0.120], [0.242, -0.063, 0.115], [0.001, 0.078, -0.279], [-0.025, 0.016, -0.087], [0.222, -0.039, 0.127], [0.009, 0.010, -0.009], [0.018, 0.014, 0.025], [0.087, 0.072, -0.058], [-0.077, -0.049, -0.033], [0.071, 0.092, 0.001], [-0.075, -0.073, -0.058], [-0.164, -0.016, 0.110], [-0.027, 0.095, -0.010], [-0.039, -0.031, -0.015], [0.025, -0.076, 0.009], [-0.191, 0.115, -0.051], [0.018, 0.033, 0.065], [0.026, 0.004, 0.000], [-0.044, -0.023, -0.107], [-0.064, 0.096, -0.059], [-0.079, -0.090, -0.003], [0.219, -0.040, 0.018], [-0.030, 0.039, -0.056], [-0.155, 0.113, -0.011], [0.011, 0.080, 0.125], [-0.149, -0.057, -0.062], [0.093, 0.006, 0.069], [-0.039, 0.003, -0.012], [-0.010, -0.006, 0.011], [0.017, 0.000, -0.038], [-0.022, -0.010, -0.003], [-0.021, -0.010, -0.013], [-0.021, 0.026, -0.027], [0.019, -0.029, -0.034], [0.042, 0.037, -0.053], [0.016, -0.045, -0.007], [0.096, 0.076, 0.021], [-0.038, 0.004, 0.062], [0.016, -0.005, 0.071], [0.012, -0.019, -0.014], [0.030, 0.050, 0.021], [-0.088, -0.066, 0.082], [0.022, 0.014, 0.017], [-0.055, -0.033, 0.001], [0.214, 0.066, 0.040], [0.023, 0.003, 0.070], [0.011, 0.017, 0.037], [-0.010, 0.020, -0.025], [-0.009, -0.052, -0.011], [0.040, -0.061, -0.005], [-0.024, 0.013, -0.029], [0.042, -0.045, -0.044], [0.019, 0.008, -0.019], [-0.016, -0.002, -0.005]]}



No. 2
{"formula": "C23H27ClCoN2O5S4Si", "method": "ωB97M-V with the def2-TZVPD basis set", "total_charge": -2, "total_energy_ev": -138879.6537, "multiplicity": 4, "de_lowest_kj_mol": 226.3, "mol_weight_da": 662.2, "max_force_ev_per_a": 1.0, "symbols": ["Co", "Cl", "S", "S", "S", "S", "Si", "O", "O", "O", "O", "O", "N", "N", "C", "C", "C", "C", "C", "C", "C", "C", "C", "C", "C", "C", "C", "C", "C", "C", "C", "C", "C", "C", "C", "C", "C", "H", "H", "H", "H", "H", "H", "H", "H", "H", "H", "H", "H", "H", "H", "H", "H", "H", "H", "H", "H", "H", "H", "H", "H", "H", "H", "H"], "xyz": [[1.63317, -0.71828, 0.60168], [-2.78251, -6.41526, 1.85502], [3.81588, 1.12866, 4.71594], [0.00604, 1.91143, 2.79313], [3.12511, 0.17314, 2.11410], [1.30851, 2.49446, 5.32300], [3.52843, -0.27682, -2.19547], [0.66835, -1.61241, 1.98138], [3.39972, 2.48570, 6.93751], [-2.82105, 2.79869, -2.57404], [0.56911, -1.58081, -0.74058], [3.09002, -0.47590, -0.68816], [0.84485, 1.15151, -0.17241], [-3.34147, 1.72032, -0.65375], [2.09257, -0.01141, -3.37918], [-0.09100, -2.68183, 1.91703], [1.10537, 3.37082, -0.96273], [4.51899, -1.73761, -2.85369], [1.35900, 1.70303, 3.73492], [-0.51123, -3.25837, 0.64882], [-1.00761, 2.28715, -1.13682], [-2.45632, 2.29552, -1.51749], [1.59438, 2.22692, -0.34267], [4.66537, 1.21774, -2.43786], [2.93370, 2.11320, 5.87923], [-1.32735, -4.42994, 0.67530], [-0.51589, -3.30435, 3.08928], [-0.22386, 3.39914, -1.36021], [-1.34871, -4.44283, 3.09157], [-3.06350, 1.33421, 0.74259], [-5.04558, 0.54003, -2.02071], [-4.73850, 1.69141, -1.07045], [-0.40813, 1.17043, -0.58909], [-3.19715, -0.16190, 1.01207], [2.57974, 1.02416, 3.45482], [-0.11330, -2.69093, -0.57215], [-1.73112, -4.98171, 1.87283], [-4.23545, -0.49598, 0.90999], [5.50424, 1.17984, -1.72801], [2.61487, 2.15315, 0.02919], [5.07863, 1.23689, -3.45993], [4.12487, 2.16243, -2.27440], [-2.57969, -0.74628, 0.32429], [-4.46329, 0.65547, -2.93683], [-2.85895, -0.38791, 2.02812], [-4.96999, 2.63300, -1.56333], [4.83036, -1.59344, -3.90166], [1.32788, -0.77788, -3.18390], [-0.39755, -3.22167, -1.48891], [5.42244, -1.88150, -2.24229], [-6.10845, 0.53527, -2.28211], [1.75653, 4.22313, -1.11637], [-5.34536, 1.61482, -0.16784], [2.39407, -0.06431, -4.43747], [-0.66125, 4.26972, -1.83402], [-4.79267, -0.42134, -1.56642], [-0.94834, 0.23589, -0.46250], [-2.07154, 1.66712, 1.01916], [-3.76167, 1.88325, 1.37836], [-0.18866, -2.86539, 4.02710], [3.92181, -2.65942, -2.79171], [-1.63882, -4.87668, -0.26471], [1.62379, 0.97195, -3.20524], [-1.69181, -4.88736, 4.01868]], "forces_ev_per_a": [[-0.159, -0.288, -0.450], [0.112, 0.134, -0.008], [-0.142, 0.120, 0.121], [-0.067, -0.047, 0.032], [0.082, 0.153, 0.020], [0.136, -0.049, 0.023], [-0.186, -0.012, 0.139], [-0.276, -0.140, 0.299], [-0.128, -0.109, -0.217], [-0.112, 0.097, -0.108], [-0.357, -0.859, -0.208], [0.267, 0.134, 0.180], [0.092, -0.288, -0.143], [-0.009, -0.010, 0.227], [-0.363, 0.048, -0.185], [0.122, 0.245, -0.218], [-0.004, 0.037, -0.001], [0.194, -0.320, -0.123], [0.582, -0.270, -0.007], [0.076, 0.008, 0.039], [-0.396, -0.100, -0.048], [0.139, -0.137, 0.210], [0.166, 0.301, -0.055], [0.207, 0.230, -0.034], [0.142, 0.123, 0.235], [0.017, 0.036, -0.026], [-0.206, -0.182, 0.070], [0.327, 0.345, -0.027], [0.092, 0.133, 0.069], [-0.060, -0.132, -0.205], [0.022, -0.046, -0.017], [0.095, -0.151, -0.052], [-0.162, -0.473, 0.201], [-0.010, 0.019, -0.054], [-0.447, 0.194, 0.145], [0.269, 0.597, 0.121], [0.051, 0.088, -0.084], [0.089, 0.012, -0.003], [-0.134, 0.031, -0.131], [-0.147, 0.011, -0.094], [-0.081, 0.028, 0.214], [0.109, -0.180, -0.018], [-0.061, -0.003, 0.101], [-0.038, -0.024, 0.060], [-0.037, 0.032, -0.123], [-0.038, 0.122, -0.021], [-0.069, -0.039, 0.235], [0.155, 0.178, -0.048], [-0.044, 0.078, 0.009], [-0.166, -0.006, -0.129], [0.062, -0.006, 0.005], [-0.046, -0.033, 0.021], [-0.012, -0.017, 0.035], [-0.052, 0.035, 0.201], [0.034, 0.008, 0.003], [-0.026, 0.081, -0.036], [0.132, 0.140, -0.050], [0.067, 0.068, -0.015], [-0.059, 0.079, 0.028], [-0.032, -0.034, -0.058], [0.135, 0.181, -0.017], [0.011, 0.035, 0.073], [0.087, -0.239, -0.056], [0.055, 0.034, -0.049]]}



No. 3
{"formula": "C23H27ClF16O5P", "method": "ωB97M-V with the def2-TZVPD basis set", "total_charge": -1, "total_energy_ev": -99817.9878, "multiplicity": 1, "mol_weight_da": 753.9, "max_force_ev_per_a": 2.1, "symbols": ["Cl", "P", "F", "F", "F", "F", "F", "F", "F", "F", "F", "F", "F", "F", "F", "F", "F", "F", "O", "O", "O", "O", "O", "C", "C", "C", "C", "C", "C", "C", "C", "C", "C", "C", "C", "C", "C", "C", "C", "C", "C", "C", "C", "C", "C", "C", "H", "H", "H", "H", "H", "H", "H", "H", "H", "H", "H", "H", "H", "H", "H", "H", "H", "H", "H", "H", "H", "H", "H", "H", "H", "H", "H"], "xyz": [[-1.21727, -0.06208, -1.30732], [-3.18340, 2.85794, 0.02743], [1.43848, 4.14617, 6.07547], [-0.93716, -3.01686, -2.45914], [3.43290, 4.73625, 2.73819], [0.56858, -3.95784, -3.72490], [0.19355, -1.84729, -5.57173], [0.40881, -4.52352, -8.47309], [1.66230, 5.46804, 1.69011], [4.05159, 3.42679, 5.11115], [3.68187, 3.22155, 7.25765], [0.80462, -1.26747, -3.56428], [2.43462, 5.65744, 7.27174], [1.79489, 2.69373, 3.83403], [-1.96350, -5.42580, -7.45230], [1.16045, -4.20614, -6.44348], [1.89420, 2.79874, 1.65290], [-1.53061, -3.34662, -7.00804], [-1.59303, 3.40151, -0.35993], [-4.54425, 0.43988, -2.62512], [-2.54085, 1.27659, 0.44513], [-1.35232, -4.92428, -5.40994], [2.58166, 5.81948, 5.09273], [-3.42024, 2.40878, -1.88286], [-1.68928, -3.94589, -4.43236], [3.81449, 4.10984, 6.24466], [1.83369, -5.30025, 0.66726], [2.08393, 4.82901, 2.81314], [-4.56962, 1.54967, -2.14286], [-0.54533, -3.18373, -3.74443], [0.27080, -4.89641, -7.17727], [-0.58491, -1.02731, 1.57083], [-1.16340, -4.60666, -6.72431], [1.94933, -2.91021, 0.83623], [0.54397, -1.62215, 2.44650], [1.45266, 3.43853, 2.75839], [-0.21440, -1.78926, -4.28003], [1.00233, -2.93326, 1.86816], [-1.23732, 1.02847, 0.17054], [0.47844, -4.14756, 2.29901], [-0.42504, 0.46870, 1.31581], [2.36418, -4.09140, 0.23100], [0.89820, -5.33179, 1.69817], [-0.61411, 2.40866, -0.22354], [1.69355, 5.73916, 3.98745], [2.52680, 4.93114, 6.13143], [1.71082, 6.74497, 3.57218], [0.36122, 3.50627, 2.70245], [2.32647, -1.95886, 0.49532], [4.66126, 4.76856, 6.44839], [-0.73281, 1.00879, 2.21110], [-2.14508, -4.53032, -3.63580], [-2.53465, 2.02424, -2.37793], [0.02174, 2.77313, 0.58036], [3.07377, -4.03592, -0.57889], [-3.64821, 3.36631, -2.35038], [0.50018, -6.28446, 2.01067], [2.15891, -6.21349, 0.19254], [-1.55885, -1.25576, 1.99083], [-2.46460, -3.26885, -4.78995], [-0.26319, -4.16017, 3.08132], [0.04708, 2.36452, -1.09147], [0.16897, -1.77205, 3.45779], [-1.07786, -1.12237, -4.19904], [-3.83429, 4.12125, -0.25498], [1.37812, -0.92852, 2.50897], [-0.54167, -1.52240, 0.60562], [0.48316, -5.96341, -7.08361], [-5.55574, 1.96861, -1.87203], [0.62316, 0.68945, 1.15003], [-3.03438, 3.32913, 1.39171], [-4.48517, 2.29630, 0.29933], [0.66678, 5.56279, 4.30730]], "forces_ev_per_a": [[0.543, -0.437, -0.183], [-1.561, 0.814, -0.284], [0.073, -0.056, 0.011], [-0.079, 0.120, 0.039], [-0.053, -0.061, 0.021], [0.014, 0.090, -0.089], [-0.108, -0.121, -0.018], [-0.030, -0.025, -0.009], [-0.148, 0.006, -0.040], [-0.045, -0.010, 0.024], [-0.009, 0.031, 0.023], [0.009, -0.152, 0.005], [0.016, 0.001, 0.131], [0.070, 0.113, 0.000], [-0.024, -0.056, -0.129], [-0.031, 0.034, -0.026], [0.396, 0.134, 0.197], [0.085, 0.003, -0.038], [-0.147, -0.493, -0.283], [-0.047, -0.612, -0.247], [0.450, -0.637, 0.535], [0.557, 0.197, -0.039], [0.302, -0.469, -0.176], [0.155, 0.188, -0.254], [-0.616, -0.130, 0.137], [0.214, -0.088, 0.044], [0.048, 0.065, 0.031], [0.447, 0.067, 0.203], [0.012, -0.027, -0.012], [0.195, -0.446, -0.155], [0.199, -0.093, -0.076], [0.465, 0.069, -0.205], [-0.390, 0.073, 0.340], [-0.330, -0.564, 0.181], [-0.655, -0.159, -0.021], [-0.363, -0.297, -0.195], [0.107, 0.427, 0.162], [0.407, 0.237, 0.061], [-0.539, 2.023, -0.483], [0.354, -0.098, -0.450], [-0.345, -1.105, 0.317], [-0.378, 0.389, 0.374], [0.202, 0.215, -0.263], [0.165, 0.878, 0.282], [-0.395, 0.513, 0.071], [-0.351, 0.299, -0.185], [0.065, -0.006, -0.039], [0.019, 0.070, 0.012], [0.101, 0.148, -0.050], [-0.039, 0.031, 0.021], [-0.045, 0.309, 0.001], [0.061, -0.022, 0.032], [0.117, -0.242, 0.130], [0.144, -0.463, 0.241], [0.114, -0.172, -0.112], [0.008, 0.289, 0.163], [-0.107, -0.093, 0.114], [-0.034, -0.171, 0.002], [-0.196, 0.018, 0.079], [0.165, 0.154, -0.104], [-0.103, -0.019, 0.174], [-0.219, -0.251, -0.276], [0.104, -0.009, 0.175], [-0.020, -0.062, 0.019], [0.491, 0.081, -0.097], [0.156, 0.091, -0.031], [-0.065, -0.084, -0.109], [-0.057, -0.004, -0.008], [-0.150, 0.151, 0.187], [0.260, -0.001, -0.195], [0.176, -0.363, 0.109], [0.177, 0.020, 0.231], [0.031, -0.251, -0.004]]}